[1]
{"formula": "C29H43N6O4SSiW", "method": "ωB97M-V with the def2-TZVPD basis set", "elements": ["W", "N", "C", "C", "C", "C", "C", "C", "H", "H", "H", "H", "H", "C", "C", "C", "C", "O", "Si", "O", "O", "C", "C", "C", "C", "O", "C", "C", "C", "C", "H", "H", "H", "H", "H", "H", "H", "H", "H", "H", "H", "H", "H", "H", "H", "H", "H", "H", "H", "H", "H", "H", "H", "H", "H", "H", "H", "C", "C", "N", "C", "C", "N", "C", "N", "N", "N", "C", "C", "C", "C", "C", "C", "H", "H", "H", "H", "H", "H", "H", "H", "H", "H", "H", "S"], "xyz": [[0.44, 0.95, 2.04], [0.64, 0.02, 3.50], [0.79, -0.71, 4.67], [1.14, -2.06, 4.62], [1.29, -2.78, 5.79], [1.09, -2.15, 7.02], [0.74, -0.81, 7.07], [0.59, -0.08, 5.90], [1.30, -2.53, 3.65], [1.56, -3.82, 5.76], [1.21, -2.71, 7.93], [0.59, -0.32, 8.03], [0.31, 0.97, 5.92], [1.62, -2.50, -0.39], [3.10, -2.12, -0.43], [3.87, -2.82, 0.67], [3.69, -2.41, -1.80], [3.25, -0.70, -0.20], [2.41, 0.63, -0.01], [0.79, 0.46, 0.16], [2.94, 1.78, -0.99], [2.30, 2.64, -1.97], [1.45, 1.78, -2.90], [3.43, 3.31, -2.73], [1.45, 3.67, -1.23], [2.53, 1.16, 1.62], [3.68, 1.79, 2.34], [3.65, 3.27, 2.03], [4.94, 1.12, 1.80], [3.49, 1.51, 3.81], [1.52, -3.57, -0.59], [1.05, -1.96, -1.14], [1.19, -2.29, 0.59], [3.81, -3.90, 0.55], [3.47, -2.55, 1.65], [4.92, -2.53, 0.63], [3.66, -3.47, -2.02], [4.73, -2.08, -1.84], [3.14, -1.88, -2.58], [2.07, 1.02, -3.37], [1.01, 2.40, -3.68], [0.65, 1.30, -2.34], [4.04, 2.56, -3.23], [4.07, 3.87, -2.05], [3.03, 3.99, -3.48], [0.68, 3.18, -0.63], [0.97, 4.33, -1.95], [2.07, 4.28, -0.57], [3.80, 3.44, 0.96], [4.45, 3.77, 2.57], [2.70, 3.71, 2.33], [5.06, 1.30, 0.73], [4.92, 0.05, 1.99], [5.80, 1.55, 2.31], [2.58, 1.98, 4.19], [4.33, 1.92, 4.36], [3.44, 0.43, 4.01], [-2.09, 1.41, -0.42], [-2.29, 0.38, 0.63], [-1.49, 0.13, 1.66], [-2.08, -0.85, 2.43], [-3.25, -1.21, 1.85], [-3.37, -0.42, 0.72], [-4.47, -0.52, -0.23], [-4.57, -1.84, -0.76], [-5.38, -2.75, -0.13], [-5.19, -3.90, -0.63], [-4.23, -3.80, -1.62], [-3.68, -4.78, -2.45], [-2.71, -4.37, -3.33], [-2.28, -3.03, -3.40], [-2.82, -2.05, -2.59], [-3.81, -2.48, -1.69], [-1.18, 1.97, -0.23], [-2.93, 2.12, -0.43], [-2.00, 0.95, -1.41], [-1.62, -1.23, 3.33], [-3.99, -1.94, 2.11], [-4.30, 0.19, -1.04], [-5.41, -0.29, 0.27], [-4.01, -5.80, -2.39], [-2.25, -5.09, -4.00], [-1.52, -2.76, -4.12], [-2.50, -1.02, -2.66], [-0.10, 2.96, 2.54]], "mulliken_charge": [1.415, -0.274, -0.310, 0.396, -0.860, -0.389, -0.817, 0.055, 0.376, 0.414, 0.411, 0.405, 0.455, -1.502, 1.935, -1.647, -1.755, -0.015, -1.033, 0.578, 0.037, 1.788, -1.423, -1.771, -1.102, -0.050, 1.584, -1.297, -1.512, -1.770, 0.632, 0.291, 0.037, 0.490, 0.205, 0.369, 0.468, 0.358, 0.314, 0.322, 0.538, 0.012, 0.376, 0.362, 0.413, -0.149, 0.558, 0.248, 0.104, 0.551, 0.216, 0.260, 0.256, 0.556, 0.333, 0.564, 0.338, -0.524, 1.130, -0.465, -0.563, -0.550, 0.145, -1.376, 0.697, -0.590, -0.502, 0.171, -0.733, -0.579, -0.648, -0.560, 1.353, -0.569, 0.613, 0.048, 0.477, 0.530, 0.685, 0.237, 0.441, 0.401, 0.429, 0.324, -0.366], "gap_ha": 0.2987, "total_charge": 1, "relative_energy_kj_mol": 0.0, "e_tot_ha": -2515.23683, "homo_energy_ha": -0.422, "max_force_ev_per_a": 0.39}

=====

[2]
{"formula": "C5H11N3", "method": "ωB97M-V with the def2-TZVPD basis set", "elements": ["C", "C", "C", "C", "C", "N", "N", "N", "H", "H", "H", "H", "H", "H", "H", "H", "H", "H", "H"], "xyz": [[-0.84, -0.97, 0.18], [3.38, 1.44, 0.11], [2.59, 2.18, 0.99], [-2.89, -0.10, -1.12], [-1.74, -1.09, -0.95], [0.17, -0.42, 0.65], [-1.85, -1.90, 0.39], [4.02, 0.76, -0.59], [2.04, 3.00, 0.57], [1.89, 1.39, 1.57], [3.39, 2.53, 1.81], [-2.42, 0.87, -1.62], [-3.38, 0.13, -0.15], [-3.63, -0.57, -1.89], [-1.41, -1.75, -1.70], [-1.68, -3.02, 0.34], [-2.73, -1.74, 0.85], [4.67, 0.09, -0.98], [0.43, -0.82, 1.56]], "mulliken_charge": [0.279, 0.316, -0.628, -1.000, -0.087, -0.314, -0.281, 0.022, 0.340, 0.258, 0.340, 0.303, 0.352, 0.330, 0.449, 0.371, 0.289, 0.364, 0.295], "multiplicity": 3, "gap_ha": [0.2619, 0.2833], "total_charge": 2, "relative_energy_kj_mol": 194.1, "e_tot_ha": -360.45242, "s_squared": 2.01, "homo_energy_ha": [-0.521, -0.713], "max_force_ev_per_a": 5.26}

=====

[3]
{"formula": "C7H18N2O", "method": "ωB97M-V with the def2-TZVPD basis set", "elements": ["C", "C", "N", "C", "C", "O", "H", "H", "H", "H", "H", "H", "H", "H", "H", "H", "H", "C", "C", "N", "C", "H", "H", "H", "H", "H", "H", "H"], "xyz": [[2.11, -0.01, -1.79], [1.42, 0.34, -0.47], [1.92, 1.57, 0.13], [1.57, -0.82, 0.54], [0.93, -0.45, 1.88], [1.02, -2.01, 0.02], [1.95, 0.77, -2.52], [1.71, -0.94, -2.18], [3.18, -0.13, -1.64], [0.35, 0.50, -0.66], [2.92, 1.47, 0.34], [1.84, 2.33, -0.52], [2.63, -1.04, 0.69], [0.97, -1.30, 2.55], [-0.11, -0.17, 1.72], [1.45, 0.39, 2.32], [0.07, -1.88, -0.10], [-2.15, -1.49, -0.44], [-2.13, -0.28, -1.00], [-2.18, 0.94, -0.38], [-2.62, 1.15, 0.98], [-2.30, -1.66, 0.61], [-2.07, -2.37, -1.05], [-1.99, -0.21, -2.07], [-2.32, 1.73, -0.98], [-2.51, 0.22, 1.54], [-2.00, 1.92, 1.45], [-3.68, 1.46, 1.03]], "mulliken_charge": [-1.684, 1.082, -0.636, 0.006, -1.059, -0.578, 0.427, 0.345, 0.381, -0.357, 0.272, 0.269, 0.466, 0.360, 0.003, 0.401, 0.329, -1.297, 0.210, -0.108, -0.913, 0.335, 0.363, 0.319, 0.218, 0.265, 0.282, 0.300], "gap_ha": 0.3362, "relative_energy_kj_mol": 133.7, "e_tot_ha": -462.23093, "homo_energy_ha": -0.306, "max_force_ev_per_a": 0.67}

=====

[4]
{"formula": "C49H51B2BrCl2CoF4N2O6P2S", "method": "ωB97M-V with the def2-TZVPD basis set", "elements": ["Co", "Cl", "C", "Cl", "C", "O", "O", "H", "C", "P", "C", "C", "C", "C", "C", "C", "C", "C", "C", "C", "C", "C", "P", "C", "C", "C", "C", "C", "C", "C", "C", "C", "C", "C", "C", "H", "H", "H", "H", "H", "H", "H", "H", "H", "H", "H", "H", "H", "H", "H", "H", "H", "H", "H", "H", "H", "H", "C", "C", "N", "C", "S", "N", "C", "C", "H", "H", "H", "H", "H", "H", "H", "H", "H", "H", "H", "H", "F", "B", "F", "F", "F", "Br", "C", "C", "C", "C", "C", "C", "C", "O", "O", "H", "H", "H", "H", "C", "C", "C", "C", "C", "C", "C", "C", "O", "B", "O", "C", "C", "H", "H", "H", "H", "H", "H", "H", "H", "H", "H", "H", "H"], "xyz": [[0.10, -1.78, 0.79], [4.33, -4.28, -0.55], [4.03, -3.81, 1.12], [2.96, -5.02, 1.86], [3.46, -2.33, 1.23], [4.21, -1.60, 1.90], [2.40, -2.07, 0.62], [4.98, -3.86, 1.64], [2.00, 0.14, -1.86], [0.53, -0.85, -1.24], [0.65, -2.30, -2.36], [0.98, -3.54, -1.80], [1.13, -4.65, -2.60], [0.93, -4.56, -3.97], [0.59, -3.34, -4.53], [0.46, -2.21, -3.73], [-0.79, 0.18, -1.99], [-1.91, -0.41, -2.57], [-2.97, 0.38, -3.00], [-2.94, 1.76, -2.84], [-1.84, 2.35, -2.23], [-0.78, 1.57, -1.80], [3.69, -0.65, -1.95], [4.63, 0.91, -2.35], [4.51, 2.05, -1.55], [5.29, 3.17, -1.78], [6.21, 3.19, -2.81], [6.38, 2.05, -3.58], [5.61, 0.92, -3.35], [3.73, -1.33, -3.67], [4.53, -2.45, -3.87], [4.71, -2.98, -5.14], [4.08, -2.40, -6.23], [3.30, -1.27, -6.04], [3.13, -0.73, -4.78], [2.11, 0.96, -1.14], [1.76, 0.57, -2.83], [1.09, -3.62, -0.73], [1.40, -5.60, -2.15], [1.02, -5.44, -4.59], [0.43, -3.26, -5.60], [0.19, -1.27, -4.19], [-1.97, -1.48, -2.67], [-3.84, -0.10, -3.45], [-3.78, 2.36, -3.16], [-1.82, 3.42, -2.08], [0.06, 2.04, -1.30], [3.81, 2.06, -0.72], [5.17, 4.04, -1.15], [6.81, 4.07, -3.00], [7.13, 2.03, -4.37], [5.77, 0.04, -3.95], [5.02, -2.91, -3.03], [5.33, -3.86, -5.28], [4.22, -2.81, -7.22], [2.82, -0.80, -6.89], [2.54, 0.17, -4.66], [2.71, 1.58, 3.43], [1.67, 0.72, 4.14], [1.34, -0.45, 3.37], [1.23, -1.70, 3.81], [0.33, -2.86, 2.98], [1.81, -2.03, 5.00], [3.21, -1.74, 5.31], [4.02, -3.03, 5.44], [3.09, 2.36, 4.10], [2.27, 2.06, 2.55], [3.54, 0.95, 3.10], [0.75, 1.29, 4.30], [2.04, 0.40, 5.12], [0.89, -0.27, 2.48], [1.51, -2.94, 5.30], [3.27, -1.17, 6.24], [3.63, -1.15, 4.50], [5.09, -2.79, 5.49], [3.85, -3.67, 4.58], [3.74, -3.58, 6.34], [-2.33, -5.15, -0.62], [-2.43, -3.80, -0.97], [-1.50, -3.04, -0.17], [-2.10, -3.63, -2.33], [-3.72, -3.32, -0.74], [-2.13, -1.41, 6.26], [-3.03, -2.05, 4.70], [-3.92, -3.08, 4.91], [-4.57, -3.69, 3.84], [-4.28, -3.26, 2.54], [-3.41, -2.22, 2.32], [-2.75, -1.54, 3.39], [-1.84, -0.49, 3.15], [-1.31, 0.32, 3.92], [-1.52, -0.27, 1.69], [-4.12, -3.42, 5.92], [-5.26, -4.51, 4.01], [-4.73, -3.75, 1.69], [-3.21, -1.91, 1.31], [-6.11, 6.22, 1.79], [-5.14, 5.98, 0.62], [-5.83, 6.38, -0.69], [-3.94, 6.91, 0.83], [-4.75, 4.50, 0.59], [-5.72, 3.54, 0.30], [-5.45, 2.18, 0.31], [-4.17, 1.78, 0.65], [-3.67, 0.54, 0.82], [-2.34, 0.71, 1.25], [-2.04, 2.09, 1.28], [-3.19, 2.73, 0.94], [-3.45, 4.08, 0.91], [-6.37, 7.28, 1.86], [-5.65, 5.91, 2.73], [-7.03, 5.65, 1.66], [-6.09, 7.44, -0.67], [-6.75, 5.81, -0.84], [-5.17, 6.20, -1.54], [-4.27, 7.95, 0.79], [-3.18, 6.76, 0.06], [-3.48, 6.74, 1.81], [-6.72, 3.85, 0.06], [-6.21, 1.44, 0.08], [-2.66, 4.78, 1.14]], "mulliken_charge": [0.330, -0.202, -0.206, -0.177, 0.000, -0.687, -0.084, 0.582, -1.941, 1.854, 1.530, -0.639, -0.857, -0.737, -1.227, -0.499, 0.230, -0.360, -0.982, -0.693, -0.458, -0.586, 0.513, 0.527, -0.543, -0.597, -0.453, -0.659, -0.442, 0.796, -0.366, -0.765, -0.486, -0.813, -0.143, 0.484, 0.702, 0.190, 0.437, 0.370, 0.385, 0.490, 0.373, 0.419, 0.351, 0.439, 0.212, 0.368, 0.391, 0.351, 0.379, 0.351, 0.260, 0.401, 0.346, 0.380, 0.379, -1.114, -0.618, 1.255, 0.933, -0.709, -0.375, -0.160, -1.434, 0.456, 0.205, 0.188, 0.241, 0.547, -1.131, 0.422, 0.360, 0.062, 0.395, 0.242, 0.427, -0.349, 0.131, -0.121, -0.418, -0.400, -0.258, -0.160, -0.430, -0.675, -1.208, 0.046, 0.750, 0.118, -0.784, 1.606, 0.364, 0.345, 0.409, 0.162, -1.637, 1.951, -1.675, -2.071, 0.698, -0.216, -2.407, 0.622, -0.339, 0.385, -0.403, 0.609, -0.974, 0.441, 0.370, 0.342, 0.441, 0.324, 0.387, 0.441, 0.404, 0.358, 0.339, 0.539, 0.533], "multiplicity": 4, "gap_ha": [0.1229, 0.2145], "total_charge": -2, "e_tot_ha": -8866.50882, "s_squared": 3.79, "homo_energy_ha": [0.006, -0.086], "max_force_ev_per_a": 0.67}

=====

[5]
{"formula": "C11H14N2O4S2Se2Ti", "method": "ωB97M-V with the def2-TZVPD basis set", "elements": ["Ti", "O", "C", "C", "C", "O", "C", "Se", "C", "Se", "H", "H", "H", "H", "H", "H", "H", "H", "H", "H", "S", "C", "C", "C", "C", "C", "N", "H", "H", "H", "H", "O", "O", "S", "C", "N"], "xyz": [[1.07, 0.32, 1.05], [1.65, 2.00, -3.23], [0.51, 2.15, -2.38], [-0.50, 1.02, -2.57], [-0.99, 1.09, -4.02], [-1.99, 0.11, -4.35], [-1.71, 1.27, -1.66], [-1.40, 1.26, 0.28], [0.09, -0.39, -2.34], [1.77, -0.56, -1.31], [2.16, 1.28, -2.80], [0.03, 3.09, -2.65], [0.81, 2.20, -1.33], [-0.12, 0.97, -4.67], [-1.43, 2.07, -4.22], [-1.71, -0.72, -3.95], [-2.48, 0.52, -1.85], [-2.14, 2.25, -1.86], [0.31, -0.86, -3.30], [-0.63, -1.01, -1.81], [-1.23, -1.61, 0.66], [-0.69, -1.52, 2.32], [-1.14, -2.40, 3.32], [-0.76, -2.21, 4.63], [0.05, -1.11, 4.93], [0.49, -0.30, 3.92], [0.18, -0.51, 2.62], [-1.78, -3.21, 3.02], [-1.10, -2.88, 5.40], [0.34, -0.89, 5.95], [1.14, 0.55, 4.09], [1.15, 1.88, 1.96], [1.91, 1.90, 0.71], [3.38, -0.57, 1.96], [2.64, -2.07, 1.79], [2.11, -3.10, 1.67]], "mulliken_charge": [0.533, -0.590, -1.293, 2.623, -1.339, -0.595, -1.539, -0.159, -1.637, -0.448, 0.338, 0.520, 0.408, 0.410, 0.442, 0.381, 0.435, 0.435, 0.419, 0.427, -0.511, 0.391, -0.665, -0.201, -0.733, -0.238, 0.263, 0.353, 0.338, 0.342, 0.405, -0.453, -0.409, -0.473, 0.430, -0.607], "multiplicity": 3, "gap_ha": [0.1673, 0.2174], "total_charge": -2, "relative_energy_kj_mol": 102.1, "e_tot_ha": -7286.77992, "s_squared": 2.01, "homo_energy_ha": [0.011, -0.046], "max_force_ev_per_a": 2.76}

=====

[6]
{"formula": "C3H8N4O", "method": "ωB97M-V with the def2-TZVPD basis set", "elements": ["C", "C", "C", "H", "H", "H", "H", "H", "H", "H", "H", "N", "N", "N", "N", "O"], "xyz": [[0.86, -0.48, 0.66], [-1.95, -0.61, -0.02], [-1.93, 0.84, 0.22], [2.07, 0.43, -1.20], [3.54, 0.81, -0.21], [0.33, -0.32, 1.68], [0.97, -1.28, -0.90], [-2.87, -1.23, 0.15], [-1.92, 0.70, 1.39], [-2.88, 1.30, 0.05], [0.17, 0.46, -0.40], [2.73, 0.08, -0.55], [2.06, 0.12, 0.73], [0.31, -0.78, -0.49], [-0.90, -1.36, -0.47], [-0.61, 1.33, -0.66]], "mulliken_charge": [0.003, -0.048, -0.449, 0.263, 0.335, 0.305, 0.335, 0.394, 0.179, 0.416, 0.637, -0.512, -0.389, 0.312, -1.059, -0.723], "gap_ha": 0.3485, "relative_energy_kj_mol": 855.8, "e_tot_ha": -413.09007, "homo_energy_ha": -0.322, "max_force_ev_per_a": 10.91}